{"formula": "C43H95ClN2O23PS7", "method": "ωB97M-V/def2-TZVPD", "e_lumo_ev": -4.4, "orbital_gap_ev": 7.367, "charge": 1, "species": ["C", "C", "C", "C", "C", "C", "C", "C", "C", "C", "C", "C", "C", "C", "C", "C", "C", "N", "N", "P", "O", "O", "O", "C", "C", "C", "C", "C", "C", "S", "O", "O", "Cl", "C", "C", "H", "H", "H", "H", "H", "H", "H", "H", "H", "H", "H", "H", "H", "H", "H", "H", "H", "H", "H", "H", "H", "H", "H", "H", "H", "H", "H", "H", "H", "H", "H", "H", "H", "H", "H", "H", "H", "H", "H", "H", "H", "H", "H", "H", "H", "H", "H", "O", "S", "O", "O", "C", "C", "C", "H", "H", "H", "H", "H", "H", "H", "H", "O", "S", "O", "O", "C", "C", "C", "H", "H", "H", "H", "H", "H", "H", "H", "O", "S", "O", "O", "C", "C", "C", "H", "H", "H", "H", "H", "H", "H", "H", "O", "S", "O", "O", "C", "C", "C", "H", "H", "H", "H", "H", "H", "H", "H", "O", "S", "O", "O", "C", "C", "C", "H", "H", "H", "H", "H", "H", "H", "H", "O", "S", "O", "O", "C", "C", "C", "H", "H", "H", "H", "H", "H", "H", "H"], "coordinates": [[5.38398, -5.18552, 2.15429], [5.33462, -3.70060, 2.05268], [5.95132, -3.14728, 0.78049], [6.74715, -1.89975, 1.04335], [6.96689, -1.06836, -0.17979], [7.51238, 0.31189, 0.08130], [6.93968, 0.96545, 1.29516], [5.46533, 1.11504, 1.20228], [4.91800, 2.03774, 2.26170], [3.87791, 2.98057, 1.76547], [2.56213, 2.30492, 1.49062], [1.46686, 2.62054, 2.48333], [0.42963, 3.53637, 1.94125], [-0.48354, 2.87034, 0.94366], [-1.93931, 3.17065, 1.17263], [-2.74699, 3.32289, -0.09575], [-2.98725, 2.04453, -0.75043], [-2.02449, 1.65662, -1.53049], [-2.20955, 0.48788, -2.15831], [-0.96745, -0.04860, -3.29998], [-1.64545, -0.48171, -4.47930], [-0.14425, -1.09923, -2.62681], [-0.08566, 1.15430, -3.42743], [-3.25789, -0.23206, -1.96478], [-4.24142, 0.14263, -1.16194], [-5.37639, -0.78135, -1.05868], [-5.85338, -1.17215, 0.31957], [-4.77807, -1.45053, 1.32599], [-3.68349, -2.40155, 0.91718], [-4.16533, -4.07815, 0.80664], [-4.99951, -4.34579, 1.89093], [-3.00206, -4.79978, 0.57817], [-5.26418, -4.15623, -0.89481], [-4.13772, 1.29925, -0.56649], [-5.19222, 1.79968, 0.25111], [4.66359, -5.53898, 2.85449], [6.34968, -5.49995, 2.47482], [5.15756, -5.63989, 1.22239], [5.77630, -3.25326, 2.90623], [4.30307, -3.42027, 2.04907], [6.52888, -3.88108, 0.27369], [5.15286, -2.84759, 0.14865], [6.17573, -1.36403, 1.75390], [7.68087, -2.17442, 1.47157], [6.08127, -1.00948, -0.75835], [7.66501, -1.58847, -0.79108], [8.57016, 0.31386, 0.10887], [7.25424, 0.92843, -0.75266], [7.20012, 0.36718, 2.13111], [7.38967, 1.91399, 1.39183], [5.21147, 1.49418, 0.23361], [5.01550, 0.16550, 1.33762], [5.72539, 2.60177, 2.67190], [4.52921, 1.44826, 3.05511], [3.74819, 3.75563, 2.48987], [4.24075, 3.45819, 0.88502], [2.21805, 2.58295, 0.52062], [2.70911, 1.24758, 1.49088], [1.88465, 3.06120, 3.35129], [0.96891, 1.72038, 2.75344], [-0.16856, 3.88474, 2.75453], [0.89475, 4.37907, 1.47941], [-0.30279, 1.82277, 0.92786], [-0.20776, 3.22147, -0.01745], [-2.01034, 4.08100, 1.70613], [-2.33665, 2.36553, 1.74047], [-2.18065, 3.90232, -0.77468], [-3.64491, 3.85303, 0.08031], [0.44855, -0.78516, -1.93567], [-0.61142, 1.90286, -3.73133], [-3.30861, -1.14987, -2.48510], [-5.08622, -1.66864, -1.56219], [-6.15614, -0.36947, -1.65056], [-6.49495, -0.43121, 0.70740], [-6.43605, -2.04688, 0.21877], [-5.26036, -1.90527, 2.15374], [-4.33744, -0.56997, 1.71159], [-3.23012, -2.08924, 0.00840], [-2.97663, -2.42367, 1.70116], [-5.25461, 2.85586, 0.24975], [-6.12196, 1.44386, -0.08406], [-5.07656, 1.47111, 1.25482], [-8.11118, 1.29831, 3.74361], [-9.01101, 1.96224, 2.85194], [-8.49267, 2.53544, 1.64349], [-9.82915, 3.03626, 3.63676], [-9.10743, 4.01188, 4.44235], [-8.48056, 5.10647, 3.60356], [-10.35422, 0.90344, 2.46337], [-8.36796, 3.50197, 5.05734], [-9.84955, 4.43011, 5.11396], [-7.67389, 4.72100, 2.98174], [-8.07228, 5.87793, 4.25454], [-9.21983, 5.55307, 2.94084], [-10.75455, 0.49731, 3.38658], [-9.96494, 0.10778, 1.83348], [-11.10508, 1.47568, 1.92759], [2.59375, 0.20872, -8.49697], [1.98391, 1.50017, -8.41628], [1.91473, 2.17800, -7.16166], [0.53811, 1.41273, -9.03866], [-0.35275, 0.40104, -8.50619], [-0.92844, 0.81694, -7.16875], [2.68991, 2.55808, -9.62147], [0.16592, -0.55418, -8.44274], [-1.14034, 0.29172, -9.24586], [-0.15585, 0.85452, -6.40523], [-1.69177, 0.11778, -6.84465], [-1.36544, 1.81336, -7.25262], [2.70040, 2.04252, -10.57695], [3.70263, 2.77884, -9.29453], [2.10165, 3.46875, -9.67235], [-10.76669, 4.15069, 10.32418], [-9.67117, 4.42888, 9.45631], [-9.78187, 4.13429, 8.06228], [-8.37591, 3.73735, 10.02987], [-8.45559, 2.32325, 10.34455], [-8.38829, 1.44276, 9.11353], [-9.14500, 6.08998, 9.66147], [-9.35780, 2.13236, 10.92442], [-7.60535, 2.13498, 10.99340], [-9.27364, 1.56057, 8.49199], [-8.31617, 0.39783, 9.41177], [-7.52187, 1.70041, 8.50584], [-9.02762, 6.29065, 10.72135], [-9.92032, 6.72188, 9.23653], [-8.20910, 6.22914, 9.12945], [2.60455, -5.62429, -10.68714], [1.62187, -4.93685, -11.46187], [1.97899, -4.37085, -12.71895], [0.95911, -3.82452, -10.55687], [1.85027, -2.90063, -9.87668], [2.41494, -1.84547, -10.79645], [0.19830, -5.94354, -11.65972], [2.64345, -3.45849, -9.37958], [1.24217, -2.44604, -9.10005], [3.09029, -2.29011, -11.52615], [2.96343, -1.11376, -10.22603], [1.61773, -1.34687, -11.34987], [-0.08909, -6.33969, -10.69096], [0.47282, -6.74854, -12.33602], [-0.59591, -5.34231, -12.09076], [3.37806, -9.91288, 0.61554], [2.90360, -8.63791, 0.18722], [2.91358, -7.53734, 1.09573], [1.44752, -8.81201, -0.40302], [0.47465, -9.49616, 0.42195], [-0.07137, -8.62344, 1.53386], [3.69536, -8.16752, -1.30343], [0.91301, -10.41372, 0.81335], [-0.31981, -9.78077, -0.26242], [0.69471, -8.39582, 2.27197], [-0.89041, -9.13602, 2.03716], [-0.43458, -7.67778, 1.13330], [3.64871, -8.99546, -2.00098], [4.72723, -7.93583, -1.05186], [3.19655, -7.29020, -1.70310], [8.54595, 3.29959, 3.05075], [9.33676, 4.41959, 2.64431], [10.18144, 4.30791, 1.50242], [10.17636, 4.91908, 3.87805], [10.98036, 3.93880, 4.58631], [12.25750, 3.58706, 3.85246], [8.32170, 5.84188, 2.47899], [10.37674, 3.05431, 4.78761], [11.20618, 4.40370, 5.54144], [12.05072, 3.04867, 2.92985], [12.88278, 2.95723, 4.48364], [12.80895, 4.48849, 3.59105], [7.70636, 5.93934, 3.36784], [7.70266, 5.68752, 1.59891], [8.95892, 6.71025, 2.34504]], "mulliken_charge": [-1.5271, -0.3384, -0.8327, -0.4929, -0.9027, -1.4173, -0.5071, -0.2524, -0.9818, -1.3388, -0.1905, -1.3511, -1.0597, -0.4018, -1.0327, -1.4749, -0.2512, -0.6605, 0.8374, 0.4638, -0.6239, -0.3808, -0.4349, -0.4412, 0.3833, -1.5636, -0.6757, -0.7556, -0.7156, 1.1153, -0.5289, -0.5142, -0.2031, 2.2246, -2.6897, 0.4081, 0.3851, 0.3298, 0.3383, 0.3101, 0.4394, 0.3099, 0.4384, 0.3163, 0.4448, 0.5434, 0.4500, 0.4085, 0.3452, 0.3908, 0.4780, 0.1622, 0.3512, 0.4347, 0.5398, 0.5134, 0.3495, 0.3115, 0.5605, 0.5108, 0.5772, 0.3271, 0.4547, 0.3508, 0.6268, 0.3830, 0.5998, 0.6571, 0.3518, 0.3530, 0.6661, 0.3040, 0.4755, 0.2582, 0.8410, 0.7642, 0.1592, 0.1576, 0.4866, 0.6936, 0.6159, 0.3063, -0.6970, 1.3591, -0.6259, -0.2924, -0.2228, -0.9821, -1.0005, 0.3110, 0.2499, 0.2223, 0.3940, 0.2892, 0.3312, 0.3490, 0.3401, -0.6202, 1.2313, -0.6297, -0.2917, -0.0534, -0.9021, -1.0081, -0.0357, 0.3232, 0.1986, 0.4535, 0.2802, 0.3269, 0.3992, 0.3374, -0.6529, 1.1635, -0.5204, -0.2743, -0.3660, -0.9564, -0.9722, 0.3459, 0.2727, 0.2742, 0.4001, 0.2526, 0.3412, 0.3718, 0.3157, -0.6422, 1.2075, -0.6083, -0.2670, -0.2528, -0.9176, -0.9347, 0.3399, 0.0744, 0.4538, 0.2967, 0.2500, 0.3074, 0.3742, 0.3137, -0.6581, 1.2398, -0.5616, -0.2787, -0.3983, -0.9553, -0.9755, 0.3461, 0.2727, 0.2974, 0.3840, 0.2527, 0.3517, 0.3778, 0.3073, -0.6048, 1.3169, -0.6481, -0.3148, -0.3342, -0.9813, -1.0232, 0.3099, 0.2835, 0.2914, 0.3911, 0.2728, 0.3085, 0.3634, 0.3785]}